[1]
Below is an isolated molecule of C12H15NO, with properties calculated with the ωB97M-V functional and the def2-TZVPD basis.

```
29
Properties=species:S:1:pos:R:3:forces:R:3:nbo_charge:R:1
C 3.73966 -0.42195 -0.13199 -2.82 1.84 1.44 -0.1865
C 2.88605 -1.67266 -0.20487 1.24 4.96 -0.08 -0.2200
C 1.51161 -1.56450 -0.19062 -1.61 -0.19 1.41 -0.2013
C 0.97129 -0.25138 0.10289 0.75 -0.86 0.48 -0.0733
C 1.74020 0.89784 0.25168 1.56 0.87 -1.64 -0.0295
C 3.19476 0.95847 0.18877 -1.54 -2.87 -2.60 -0.2297
C 0.78526 2.13729 0.20066 -0.23 -3.36 -2.28 -0.0973
O -0.41905 1.55532 0.72886 2.14 2.36 1.54 -0.5460
C -0.44679 0.19388 0.36995 -0.61 1.55 -2.09 0.2756
C -1.24511 -0.52599 1.35499 1.06 -1.78 1.87 -0.4502
C -2.27280 -1.37727 0.47299 -0.12 1.30 3.33 -0.2351
N -3.31117 -0.46140 -0.04463 -0.18 0.25 -0.91 -0.6237
C -2.69282 0.72069 -0.72937 0.79 0.26 0.32 -0.2411
C -1.19068 0.40406 -0.91827 1.23 1.24 -4.26 -0.4331
H 4.80384 -0.40255 -0.18961 0.62 -0.80 -0.26 0.2071
H 3.37242 -2.57567 -0.36203 0.82 -1.49 -0.26 0.2149
H 0.85818 -2.56522 -0.21544 1.35 2.60 -0.10 0.2309
H 3.70179 2.00926 -0.04976 -0.73 -2.74 1.01 0.2391
H 0.62202 2.47800 -0.99112 0.74 -0.26 3.40 0.1783
H 1.25151 2.72972 0.90915 0.08 2.55 0.88 0.2061
H -0.38865 -1.03966 2.06154 -2.56 0.17 -1.67 0.2211
H -1.72480 0.16112 2.11088 -0.01 -0.62 -1.29 0.2540
H -2.56647 -2.07888 1.23582 -1.40 -0.46 -0.16 0.2067
H -1.82909 -1.93015 -0.28931 1.29 -0.86 -1.22 0.1738
H -3.80850 -0.84884 -0.84720 0.01 -0.88 0.80 0.3566
H -3.28320 1.04605 -1.64587 0.94 -0.82 0.92 0.2025
H -2.75131 1.56770 -0.05486 0.01 0.24 0.12 0.1976
H -0.98821 -0.40302 -1.62937 -0.60 -0.38 0.04 0.1948
H -0.51994 1.25971 -1.49383 -2.24 -1.83 1.23 0.2077
```
Positions in Å, forces in eV/Å.

Summary:
Kohn-Sham gap (eV): 9.5
LUMO level (eV): 0.72
HOMO energy (hartree): -0.3221
Structure (SMILES): c1ccc2c(c1)COC21CCNCC1
E (eV): -16220.261


[2]
Below is a structure of composition C12H15O6PS2SeW, with properties calculated with the ωB97M-V functional and the def2-TZVPD basis.

```
38
Properties=species:S:1:pos:R:3:forces:R:3:lowdin_spin:R:1
W -0.63425 -1.22283 1.66545 0.63 1.98 2.40 1.2399
C -4.84187 2.11532 4.25329 -0.07 0.05 0.02 0.0003
C -3.75276 2.31991 3.22613 0.01 -0.03 0.05 0.0010
O -2.66581 1.45627 3.56181 0.38 -0.29 0.29 0.0052
P -1.73665 0.83356 2.40027 -0.77 -0.09 -0.89 0.0592
S 1.36466 -0.61552 2.55395 -0.57 -0.43 -0.31 0.3971
S -2.93671 -0.16143 1.06495 -0.14 0.03 0.00 0.1568
O -1.27014 2.26027 1.76578 -0.06 0.14 0.21 0.0001
C -0.42282 2.32771 0.62128 -0.10 0.07 -0.02 0.0082
C -0.05966 3.78135 0.41719 0.07 0.04 -0.10 0.0005
H -5.65258 2.83094 4.08692 0.03 -0.05 0.02 0.0000
H -4.44848 2.26182 5.26146 -0.02 0.00 -0.05 0.0000
H -5.24354 1.10373 4.18267 0.02 0.03 0.01 0.0002
H -3.38801 3.34813 3.22385 0.01 0.04 0.00 0.0000
H -4.11009 2.07746 2.22444 -0.04 0.00 -0.06 0.0003
H -0.95510 1.92340 -0.24225 -0.03 -0.04 -0.03 0.0006
H 0.46606 1.72089 0.78019 0.12 -0.13 0.07 0.0072
H -0.95269 4.38401 0.23513 0.04 -0.04 0.01 0.0002
H 0.60847 3.87755 -0.44437 -0.05 0.02 0.07 0.0000
H 0.45060 4.17610 1.29826 -0.02 -0.03 -0.04 0.0000
O 0.37790 -2.59462 0.47013 0.68 -1.46 -0.59 0.0204
C 0.45859 -1.75441 -0.46014 -0.15 0.26 -0.37 0.0838
O -0.30842 -0.74560 -0.30606 0.46 0.84 -1.40 0.0291
C 1.38157 -1.84517 -1.60167 -0.10 -0.31 0.16 0.0016
C 1.37254 -0.86653 -2.57866 0.01 0.24 -0.27 0.0193
C 2.24541 -0.92675 -3.67172 -0.21 0.21 0.08 -0.0021
C 3.09835 -1.99695 -3.72048 -0.11 0.17 -0.10 0.0151
O 4.04950 -2.27191 -4.66041 0.32 -0.22 -0.21 0.0066
C 4.55830 -3.57010 -4.32898 -0.25 0.28 0.29 0.0001
O 4.07162 -3.90351 -3.03075 0.18 -0.04 -0.17 -0.0025
C 3.10549 -2.96777 -2.74509 -0.05 -0.29 0.29 -0.0017
C 2.26494 -2.92772 -1.66822 0.12 -0.24 0.12 0.0141
H 0.67100 -0.04889 -2.47485 0.04 -0.01 -0.03 0.0013
H 2.25321 -0.16484 -4.44088 -0.01 -0.04 0.05 -0.0006
H 5.64280 -3.53944 -4.31378 0.15 0.04 0.02 0.0000
H 4.20045 -4.29862 -5.05551 -0.13 -0.10 -0.12 0.0000
H 2.27450 -3.67507 -0.88404 0.00 0.05 -0.07 0.0006
Se -1.53638 -2.70075 3.33469 -0.39 -0.65 0.67 0.9379
```
Positions in Å, forces in eV/Å.

Summary:
Kohn-Sham gap (alpha / beta) (eV): 5.2 / 5.7
LUMO level (alpha / beta) (eV): 2.43 / 1.47
Spin multiplicity: 4
HOMO energy (alpha / beta) (hartree): -0.1007 / -0.1549
Charge: -1
E (eV): -123107.024


[3]
Below is a cluster of 2 separate species, C12H15OP in total, with properties calculated with the ωB97M-V functional and the def2-TZVPD basis.

```
29
Properties=species:S:1:pos:R:3:forces:R:3:nbo_charge:R:1
C -4.35789 -0.19903 1.03854 -3.00 -1.09 0.25 -0.2233
C -3.67235 0.30053 2.12456 -0.83 2.29 -0.55 -0.2308
C -3.77290 -0.90519 0.00682 0.19 -0.74 0.15 -0.2076
C -2.33312 0.19301 2.13819 4.08 -0.60 0.55 -0.3169
C -2.36845 -1.12395 0.06580 -1.25 0.70 -0.87 -0.3271
C -1.73132 -0.46691 1.07911 1.97 -0.99 0.15 0.0241
C 0.90039 -0.19451 -1.55376 0.04 0.91 -0.81 -0.1540
C 1.47097 -1.03193 -0.71806 -0.08 0.81 1.16 -0.3426
C 0.63530 1.18141 -1.09666 -2.29 2.67 -0.90 -0.4496
C 1.02964 1.46772 0.33372 0.37 -1.71 0.72 -0.5319
C 1.92050 -2.38580 -1.07195 -2.56 -0.96 3.73 -0.6351
C 2.44006 2.02090 0.45986 -0.86 0.17 -0.94 -0.6414
O 2.16758 -0.52494 2.09652 0.99 -0.44 1.12 -1.0343
P 1.26028 -0.28809 0.98498 -3.03 0.63 -2.26 1.6987
H -5.48680 -0.21336 1.21057 1.48 0.41 -1.03 0.2140
H -4.12042 1.16804 2.60717 -0.37 -0.83 1.05 0.2213
H -4.39403 -1.35051 -0.79484 0.51 0.29 0.59 0.2182
H -1.58231 0.48520 2.93248 -1.51 0.29 -0.71 0.2339
H -1.93746 -1.70414 -0.75366 0.38 0.27 0.44 0.2264
H 0.70289 -0.38204 -2.60927 0.15 -0.30 0.15 0.2116
H 1.27171 1.91223 -1.63834 -0.53 -0.53 -0.53 0.2281
H -0.48082 1.53059 -1.30720 2.15 -0.87 0.41 0.2289
H 0.23630 2.03894 0.84841 0.72 -0.31 0.01 0.2547
H 1.82743 -2.93508 -0.04672 0.53 0.15 -2.08 0.2221
H 2.88351 -2.40655 -1.43620 2.11 -0.23 -0.74 0.2273
H 1.18338 -2.76913 -1.75510 0.04 -0.62 -0.42 0.2205
H 3.26980 1.38147 0.31502 0.54 -1.25 -1.29 0.2247
H 2.66198 2.21265 1.42443 0.13 0.92 3.73 0.2283
H 2.62430 2.94901 -0.01185 -0.07 0.96 -1.08 0.2116
```
Positions in Å, forces in eV/Å.

Summary:
Kohn-Sham gap (alpha / beta) (eV): 8.1 / 7.4
LUMO level (alpha / beta) (eV): -0.32 / -0.12
HOMO energy (alpha / beta) (hartree): -0.3079 / -0.2771
E (eV): -24019.023


[4]
Below is a structure of composition C12H16BrCl2NTc, with properties calculated with the ωB97M-V functional and the def2-TZVPD basis.

```
33
Properties=species:S:1:pos:R:3:forces:R:3:lowdin_spin:R:1
Tc -1.25402 0.52048 0.69973 1.55 0.05 -3.98 1.2100
Cl -2.70132 -1.04788 1.38853 -0.59 -0.39 0.55 0.0980
Cl -2.08409 2.26465 1.93870 -0.30 0.36 0.42 0.0826
C -1.91258 1.16090 -1.00552 -0.67 1.13 1.42 -0.2914
H -1.77636 0.98121 -2.09605 0.30 -0.25 0.88 -0.0177
H -2.68220 1.97335 -0.90227 0.44 -0.65 0.14 -0.0165
C 0.37647 -1.16389 0.17352 -1.08 1.04 -1.87 -0.0208
C -0.18555 -0.58058 -1.04337 1.65 -1.75 2.20 -0.0117
H 1.34567 -0.79085 0.53205 -0.56 0.21 -0.08 0.0006
C -0.95462 -1.48362 -1.99054 -0.03 -0.10 0.15 -0.0007
H 0.43651 0.16800 -1.54594 -0.34 0.03 0.31 0.0012
C -1.67667 -2.63996 -1.29340 -0.25 0.05 -0.02 0.0001
H -1.66679 -0.90664 -2.59070 0.10 -0.14 0.06 -0.0013
H -0.21949 -1.90288 -2.70007 -0.11 0.17 0.14 -0.0002
C -0.75802 -3.44337 -0.37057 0.11 -0.10 -0.15 0.0007
H -2.52866 -2.25515 -0.71928 0.28 -0.07 -0.26 0.0006
H -2.09027 -3.30989 -2.05948 0.08 0.11 0.13 0.0001
C 0.11374 -2.59736 0.58733 -0.18 -0.34 0.34 -0.0016
H -1.35985 -4.14907 0.21407 0.08 0.15 -0.06 0.0002
H -0.09970 -4.07306 -0.99053 -0.08 0.25 0.08 -0.0001
H -0.31606 -2.62596 1.60153 0.09 0.08 -0.32 -0.0007
H 1.08724 -3.11088 0.67539 -0.19 0.32 0.00 -0.0009
Br 2.57149 4.72175 -1.16293 -0.40 -1.01 0.91 0.1462
C 2.10108 3.41617 0.13626 0.59 0.87 -0.27 0.2922
C 2.84172 3.28359 1.30876 1.28 1.39 -0.46 0.2557
C 2.44303 2.31639 2.22529 -0.12 -0.76 0.93 0.2559
C 1.33483 1.51951 1.95411 -0.05 0.23 -0.12 0.2851
N 0.63085 1.66672 0.81949 -1.76 -1.91 0.28 0.2962
C 0.98543 2.59392 -0.09411 -0.29 0.68 -1.28 0.3984
H 3.70031 3.92088 1.48834 -0.19 -0.13 -0.03 0.0124
H 2.96823 2.15288 3.15872 0.04 0.12 -0.12 0.0090
H 0.96901 0.75282 2.64339 0.27 0.28 -0.13 0.0089
H 0.36064 2.66783 -0.98046 0.30 0.09 0.18 0.0098
```
Positions in Å, forces in eV/Å.

Summary:
Kohn-Sham gap (alpha / beta) (eV): 5.9 / 3.3
LUMO level (alpha / beta) (eV): -0.39 / -4.67
Spin multiplicity: 4
HOMO energy (alpha / beta) (hartree): -0.2312 / -0.2916
E (eV): -111474.713


[5]
Below is a structure of composition C12H16Cl3GaN, with properties calculated with the ωB97M-V functional and the def2-TZVPD basis.

```
33
Properties=species:S:1:pos:R:3:forces:R:3:nbo_charge:R:1
Ga -1.95116 -1.03121 1.50594 2.45 1.98 -1.51 1.4068
Cl -1.67419 -3.08137 0.87756 -0.21 -0.62 -0.03 -0.5603
Cl -3.49902 -0.48532 2.88811 -0.61 -0.02 0.44 -0.5440
C -1.71771 0.33527 -0.11906 -2.28 -0.33 2.61 -0.8762
H -1.24165 1.29306 0.15072 -0.10 -0.57 -0.31 0.1712
H -2.69293 0.50104 -0.61605 0.60 0.09 -0.21 0.1467
C 0.77482 1.30040 -1.51879 -1.41 0.86 -0.83 -0.1781
C -0.25970 1.80947 -2.25180 1.70 -0.18 0.71 -0.2019
H 1.46149 1.93913 -0.95987 -0.30 0.07 -0.20 0.2048
C -1.19755 0.95383 -3.05008 0.01 -0.59 -0.52 -0.4474
H -0.42206 2.89321 -2.32784 0.25 -0.38 0.08 0.1930
C -1.02996 -0.56201 -2.80597 -0.23 0.05 -0.04 -0.3977
H -2.24577 1.23876 -2.88208 0.22 0.03 0.03 0.2102
H -1.00239 1.12483 -4.12506 -0.08 0.21 0.23 0.1976
C 0.42740 -0.93696 -2.55375 -0.04 0.11 0.36 -0.3907
H -1.61890 -0.83005 -1.91473 0.25 -0.14 -0.41 0.2372
H -1.43182 -1.12377 -3.65949 0.00 0.11 0.09 0.1922
C 0.90584 -0.17358 -1.30767 0.16 -0.48 -0.07 -0.4676
H 0.52536 -2.02045 -2.41514 -0.02 0.17 0.02 0.2070
H 1.04433 -0.64799 -3.41163 0.02 -0.05 -0.03 0.1839
H 0.21741 -0.43472 -0.47460 0.64 -0.03 -0.24 0.2617
H 1.92711 -0.45718 -1.01206 -0.26 0.10 -0.10 0.2115
Cl 3.27904 -2.30464 3.33083 0.58 -0.55 0.11 -0.0296
C 2.08684 -1.10884 3.06072 -2.52 -0.16 -0.92 -0.0775
C 2.37627 0.24163 3.28964 1.51 0.00 0.56 -0.3976
C 1.36054 1.17536 3.08145 -2.11 0.13 -0.78 -0.2620
C 0.12295 0.74821 2.60407 1.43 1.74 0.74 -0.0306
N -0.13900 -0.55542 2.37507 -2.15 -1.21 -0.82 -0.7095
C 0.82368 -1.49084 2.59933 2.33 -0.19 0.81 -0.0648
H 3.37398 0.52984 3.60511 -0.18 0.00 0.01 0.2007
H 1.50075 2.23453 3.27610 0.07 -0.13 -0.08 0.2025
H -0.67768 1.45621 2.37299 0.27 -0.23 0.22 0.1959
H 0.59368 -2.53042 2.38806 -0.01 0.19 0.06 0.2127
```
Positions in Å, forces in eV/Å.

Summary:
Kohn-Sham gap (alpha / beta) (eV): 8.1 / 4.6
LUMO level (alpha / beta) (eV): 3.11 / 3.00
HOMO energy (alpha / beta) (hartree): -0.1841 / -0.0572
Charge: -1
E (eV): -104138.582


[6]
Below is a structure of composition C12H16Cl3MoN, with properties calculated with the ωB97M-V functional and the def2-TZVPD basis.

```
33
Properties=species:S:1:pos:R:3:forces:R:3:lowdin_spin:R:1
Mo 1.60690 -0.30362 0.12031 0.59 -0.01 1.95 1.8931
Cl 0.64634 -2.34347 -0.33599 -0.57 -1.38 -0.25 0.1249
Cl 1.94577 1.80638 1.03068 0.62 1.25 0.39 0.1029
C 3.42185 -0.91767 0.08697 0.88 0.35 -0.47 -0.2122
H 4.26009 -0.24732 0.40018 -0.76 -0.13 0.04 -0.0008
H 3.90936 -1.80753 -0.38234 -0.92 0.27 0.35 -0.0043
C -0.63419 1.29664 -1.12995 0.61 0.53 -0.08 0.0402
C 0.57928 0.80963 -1.49926 0.22 0.74 -2.94 0.0044
H -0.67660 1.96296 -0.26879 0.11 0.22 -0.28 0.0029
C 0.76608 -0.11294 -2.71234 -0.58 0.11 -0.68 0.0105
H 1.40017 1.57892 -1.51053 -0.24 -0.75 1.35 0.0036
C -0.36865 0.06093 -3.73653 -0.22 0.13 0.20 0.0031
H 1.72395 0.11280 -3.18939 -0.06 -0.01 0.14 0.0003
H 0.80310 -1.16785 -2.41572 0.01 0.29 -0.03 0.0039
C -1.73631 0.04381 -3.03482 0.00 0.01 0.11 0.0005
H -0.25398 1.03843 -4.23903 0.02 -0.37 0.01 0.0002
H -0.32678 -0.74247 -4.49147 0.00 0.41 0.20 0.0003
C -1.86433 1.11306 -1.92440 -0.97 -1.16 -0.50 0.0072
H -2.52905 0.23281 -3.77793 0.19 -0.29 0.33 0.0000
H -1.90540 -0.92731 -2.55037 0.04 0.03 -0.37 0.0003
H -2.14663 2.05209 -2.44166 0.32 -0.01 0.71 0.0027
H -2.71899 0.81928 -1.28097 0.32 0.41 -0.22 0.0013
Cl -1.71127 2.09330 4.54859 -0.19 0.34 -0.05 -0.0004
C -1.00444 0.67133 3.89997 0.34 -0.55 -0.76 -0.0005
C -0.97494 -0.48503 4.67338 0.31 0.04 -0.51 0.0026
C -0.40816 -1.60162 4.07898 0.03 -0.09 -0.20 0.0000
C 0.13812 -1.51252 2.79610 0.48 -0.09 -0.32 0.0049
N 0.24413 -0.36973 2.07867 -1.66 -0.18 1.51 0.0025
C -0.44536 0.69192 2.61137 0.76 -0.50 0.27 0.0030
H -1.38566 -0.48842 5.67891 0.08 -0.05 -0.18 0.0001
H -0.36633 -2.55733 4.59854 -0.06 0.23 -0.16 0.0000
H 0.51644 -2.40605 2.28786 0.05 0.39 0.35 0.0017
H -0.50454 1.60658 2.03099 0.26 -0.17 0.10 0.0010
```
Positions in Å, forces in eV/Å.

Summary:
Kohn-Sham gap (alpha / beta) (eV): 6.2 / 7.4
LUMO level (alpha / beta) (eV): -0.98 / -0.72
Spin multiplicity: 3
HOMO energy (alpha / beta) (hartree): -0.2654 / -0.2969
E (eV): -53614.838


[7]
Below is a cluster of 2 separate species, C12H16ClN5O5 in total, with properties calculated with the ωB97M-V functional and the def2-TZVPD basis.

```
39
Properties=species:S:1:pos:R:3:forces:R:3:nbo_charge:R:1
C 2.71632 -0.19847 -2.29383 -0.26 -0.26 0.28 -0.4210
N 2.03424 0.11661 -1.03975 0.77 0.10 -0.86 -0.6050
C 0.96783 -0.49927 -0.52319 -0.83 0.36 0.92 0.6740
O 0.52767 -0.12815 0.56126 -0.26 -0.42 -0.05 -0.6586
C 0.22412 -1.59801 -1.31507 0.22 -0.50 -0.14 -0.1224
C -0.97747 -0.99166 -2.06370 -0.01 0.10 0.53 -0.4935
C -1.80824 -2.02366 -2.80052 2.10 -0.36 -0.79 0.6595
N -3.08473 -2.12024 -2.50822 -1.74 0.29 0.89 -0.8040
O -1.32869 -2.76006 -3.63930 0.66 -0.11 -0.31 -0.6235
N -0.22580 -2.67180 -0.42305 -0.66 1.23 -0.88 -0.5993
C 0.61889 -3.51580 0.16729 1.44 -0.95 0.60 0.6840
C 0.02563 -4.49312 1.15469 0.00 0.07 -0.15 -0.7067
O 1.82252 -3.52088 -0.05510 -0.19 0.41 -0.22 -0.6359
H 3.57163 0.46667 -2.42218 -0.18 -0.05 0.08 0.2178
H 2.03814 -0.06878 -3.13904 0.13 -0.01 -0.09 0.1931
H 3.07709 -1.22972 -2.27242 0.04 0.08 -0.12 0.2138
H 2.41079 0.85958 -0.46452 -0.19 -0.06 0.05 0.4273
H 0.90462 -2.03589 -2.04619 -0.07 -0.12 0.01 0.2390
H -0.61894 -0.26785 -2.79466 0.03 0.01 -0.03 0.2475
H -1.60745 -0.46146 -1.35038 0.04 0.20 0.15 0.2118
H -3.51095 -1.50387 -1.84354 -0.34 -0.09 -0.02 0.3953
H -3.59636 -2.81474 -3.02352 -0.30 0.07 0.10 0.4142
H -1.19578 -2.71021 -0.16540 -0.05 0.13 0.07 0.3951
H -0.38150 -3.94174 2.00021 -0.14 -0.06 0.08 0.2288
H 0.81442 -5.16021 1.50046 -0.10 0.11 -0.07 0.2444
H -0.75779 -5.07281 0.67057 -0.16 -0.07 0.12 0.2216
O 2.01757 2.55290 1.06792 -0.67 -0.11 1.34 -0.6075
C 1.37078 2.55590 2.11052 1.60 -0.82 -0.88 0.7790
O 1.69060 1.76965 3.17405 -0.81 1.08 -0.89 -0.6441
C 0.19504 3.45881 2.22284 -1.84 1.12 0.79 0.0329
C -0.35651 4.01339 1.04364 -0.19 0.07 0.54 0.0412
N -1.42800 4.83775 1.05340 0.51 -0.55 1.43 -0.3634
C -1.94737 5.11302 2.26816 0.46 -0.32 -0.14 0.0012
C -1.41523 4.57440 3.45816 1.27 -0.82 -1.00 0.1340
Cl -2.13205 4.97789 4.99820 0.30 -0.18 -0.55 0.0301
N -0.35264 3.75044 3.43367 -0.52 0.40 -0.63 -0.3474
H 2.41608 1.19847 2.88123 -0.02 0.02 -0.09 0.5052
H 0.08661 3.76800 0.08304 -0.11 0.08 0.14 0.2278
H -2.80509 5.77493 2.33425 0.08 -0.05 -0.20 0.2137
```
Positions in Å, forces in eV/Å.

Summary:
Kohn-Sham gap (eV): 9.0
LUMO level (eV): -0.58
HOMO energy (hartree): -0.3527
Structure (SMILES): CNC(=O)[C@H](CC(N)=O)NC(C)=O.O=C(O)c1cncc(Cl)n1
E (eV): -42915.607